C5H6O2 | the ωB97M-V functional and the def2-TZVPD basis

Summary:
energy relative to the best compared isomer or geometry (same formula, charge and spin) = 19.75 kcal/mol
LUMO level = 0.72 eV
HOMO-LUMO gap = 10.853 eV
max |F| = 1.0 eV Å⁻¹
HOMO level = -10.1 eV
SMILES = C#CCC.O=C=O

Each line ends with the Löwdin charge.
Element x y z (Å)
1 C -2.2103 1.2087 -0.9070  -0.4172
2 H 1.2715 -1.4393 1.3424  0.1108
3 H -1.4253 -1.8549 -1.8763  0.0364
4 O -1.6528 1.6920 -0.0054  0.1907
5 O -2.7968 0.7656 -1.8136  0.1867
6 C 1.5943 0.5551 0.5463  -0.1058
7 H 2.2566 0.8219 1.3765  0.0722
8 C -0.1449 -1.1047 -0.1549  -0.1553
9 H 0.0146 -0.2823 1.7641  0.1124
10 H 2.2104 0.2821 -0.3154  0.0770
11 C 0.6776 -0.6038 0.9522  -0.2675
12 C -0.8203 -1.5066 -1.0672  0.0981
13 H 1.0034 1.4365 0.2806  0.0614

Cartesian forces (eV/Å) of the 3 atoms listed first:
-0.244 0.044 -0.218
-0.075 0.128 -0.053
0.138 0.049 0.165


C48H58F7MoN11O7S3SeSi2 | the ωB97M-V functional and the def2-TZVPD basis

Summary:
2S+1 = 3
energy relative to the best compared isomer or geometry (same formula, charge and spin) = 0.00 kcal/mol
LUMO level (spin up / spin down) = -4.71 / -5.09 eV
net charge = +2
HOMO-LUMO gap (spin up / spin down) = 6.451 / 6.072 eV
max |F| = 0.3 eV Å⁻¹
HOMO level (spin up / spin down) = -11.2 / -11.2 eV

Each line ends with the Mulliken spin population.
Element x y z (Å)
1 S 1.2046 1.2615 0.9512  0.0098
2 C -4.6830 2.6597 2.6265  -0.0001
3 C -2.5056 5.9401 -3.9363  0.0002
4 H 1.5440 2.7450 4.8715  0.0000
5 N 2.4972 0.8812 4.9468  0.0003
6 H -2.3674 -4.3856 0.5596  0.0010
7 S 1.2084 -1.3477 4.3278  -0.0001
8 H -5.1432 7.0805 -1.4507  0.0000
9 C -3.0480 3.9633 -2.5091  0.0003
10 C -1.7737 0.2714 -0.8327  -0.0221
11 H -1.2736 -5.7542 0.3060  -0.0004
12 O -0.7580 -0.2805 -1.3447  0.0070
13 C 0.4826 1.4692 6.8955  0.0000
14 H 0.8128 -6.7893 -3.1878  0.0001
15 H -2.9001 -3.2029 -3.4121  -0.0010
16 H -1.7753 0.9846 5.7339  0.0000
17 H 2.7319 -4.8257 4.2251  -0.0011
18 H 3.7642 -0.7808 4.9751  0.0000
19 C 1.6674 -6.1176 -3.1966  -0.0020
20 N 0.2823 0.8077 5.6059  0.0001
21 S 1.5124 3.2312 -0.9947  -0.0030
22 H -3.5262 -3.0233 -1.7775  0.0018
23 O 2.3964 1.4559 1.7079  0.0019
24 C 0.9815 -0.8332 -4.8337  0.0066
25 N 6.5076 -2.0806 2.5059  -0.0015
26 H -2.7300 -5.9199 -3.1372  -0.0003
27 H 2.2043 -6.9677 -0.4324  -0.0001
28 H -1.4660 5.8107 -3.6389  -0.0001
29 N -3.3632 5.2542 -2.9773  -0.0001
30 H 3.3564 -3.1812 -2.5737  -0.0026
31 C 3.4231 -4.0837 -1.9617  0.0144
32 N 2.7060 -1.4139 -0.3975  -0.0425
33 H -0.5378 -3.8387 1.6289  0.0013
34 C 5.2754 -2.2941 2.1261  0.0000
35 H -1.2095 -0.1801 4.5064  0.0001
36 N -3.5251 7.7470 -2.6115  0.0000
37 H -5.0735 5.6611 -4.1397  -0.0001
38 H -1.2342 -5.6232 -4.0079  -0.0001
39 C -4.7494 5.6706 -3.0925  0.0000
40 H 0.1526 0.8053 7.7001  0.0000
41 O -2.6538 -1.7992 2.0247  0.0012
42 H 1.5262 1.7068 7.0627  0.0000
43 C 2.3137 -4.3302 3.3596  0.0113
44 C 4.6736 -1.6620 0.9597  -0.0096
45 H -4.9519 4.7174 1.8092  0.0001
46 C 3.3861 -0.5756 -1.1775  0.0401
47 H -1.0410 1.3148 -3.1924  0.0009
48 H 1.1521 -0.0326 -5.5383  -0.0004
49 O 0.6306 -0.0841 0.9520  -0.0470
50 F -1.6865 3.4746 -4.3905  0.0000
51 C -2.1637 3.1087 -3.1891  0.0038
52 H -3.6132 7.6844 -4.6937  0.0000
53 H 3.0946 2.6470 4.0274  0.0000
54 H 0.3140 -5.0812 3.5856  -0.0002
55 H 0.7839 -6.1751 0.2224  -0.0006
56 C 3.3062 3.1843 -1.4187  0.0002
57 H -3.8757 0.2952 1.8103  0.0004
58 C 1.7767 -5.9937 -0.1854  0.0009
59 H -1.1621 -0.6115 6.2160  0.0000
60 N 5.1299 -3.7348 3.9514  -0.0003
61 Se 6.7792 -3.0688 3.9606  -0.0009
62 H 3.0581 2.7422 5.7978  0.0000
63 H -5.7242 2.6051 0.6640  0.0005
64 N 1.2730 -3.0033 1.1471  -0.0165
65 C -2.6116 -3.0208 -2.3749  0.0073
66 H -2.8716 -5.7729 -0.4011  0.0000
67 F 4.0350 2.7968 -0.3790  0.0001
68 F 3.5063 2.3148 -2.4227  0.0004
69 C 0.3376 -3.6511 -1.7648  -0.1125
70 O -1.2174 -2.2008 0.3778  0.0753
71 F 3.6981 4.3853 -1.8139  0.0000
72 H -4.2643 4.1550 -0.7639  0.0001
73 C 0.4190 -3.1277 -4.3484  -0.0217
74 C -3.2348 2.2714 -0.7870  0.0009
75 O 1.3757 4.1885 0.0593  0.0000
76 H 0.5778 -2.3318 -6.3213  0.0001
77 Si -1.4425 -4.3825 -1.7877  -0.0001
78 C 0.5011 -3.7797 1.9079  0.0172
79 H -3.2318 4.0859 1.7702  0.0000
80 C 0.9923 -4.4699 3.0089  -0.0071
81 H -2.9288 7.3731 -1.8697  0.0000
82 C -4.7480 2.6102 1.1331  -0.0018
83 H -2.1795 -2.0213 -2.3255  0.0009
84 H 4.0893 -4.7723 -2.4860  0.0002
85 C 1.0620 -0.5953 -3.4846  0.0523
86 H 0.1388 -4.1189 -4.6688  -0.0010
87 H -2.0100 8.0711 -4.0536  0.0000
88 F -1.0200 2.7106 0.9631  0.0002
89 C 2.5493 2.3366 4.9206  0.0000
90 H -0.1010 2.3894 6.9460  0.0000
91 F -0.7851 1.4031 2.6589  0.0008
92 H 4.5645 0.8066 4.9563  0.0000
93 C 3.3431 -1.9505 0.6654  0.0038
94 C 4.5111 -3.2105 2.9264  0.0010
95 H 3.8246 0.1630 3.4713  0.0004
96 Si 1.7576 -4.9410 -1.7373  0.0099
97 C -2.1064 -1.4541 1.0062  0.0067
98 C 4.7147 -0.2431 -0.9536  -0.0035
99 Mo 0.4896 -1.7926 -0.5187  1.9647
100 C 3.1232 -3.4931 2.5920  -0.0105
101 H 2.5668 -6.7366 -3.1286  -0.0004
102 H 6.4037 -0.5604 0.3436  -0.0012
103 C -1.6500 -5.7922 -3.0154  -0.0004
104 H 1.2447 0.3898 -3.0696  -0.0206
105 H -3.6063 8.7543 -2.4704  0.0000
106 H -3.8856 2.1225 3.1204  0.0002
107 C -3.5920 3.5146 -1.3152  -0.0003
108 H 2.3930 -5.5637 0.6048  0.0003
109 C 5.3691 -0.7893 0.1270  0.0173
110 C -3.3952 0.6262 0.8996  0.0068
111 O 0.8742 3.4565 -2.2578  0.0009
112 C -1.7626 1.9180 -2.6642  0.0039
113 H 1.7073 -5.6192 -4.1658  0.0003
114 H -5.5852 7.7035 -3.0535  0.0000
115 N 1.2149 1.7349 -0.5399  0.0284
116 H 2.8555 -0.1394 -2.0039  -0.0178
117 F 0.3789 3.2144 2.5449  0.0001
118 C 2.5676 -2.8542 1.4907  0.0581
119 H 5.2063 0.4429 -1.6266  -0.0002
120 C -2.8803 7.4316 -3.9297  0.0000
121 C 0.6573 -2.1241 -5.2622  0.0139
122 C 0.5425 -2.8369 -2.9851  0.0058
123 N 0.8797 -1.5969 -2.6107  -0.0480
124 C -4.2894 3.8633 1.8233  0.0006
125 C -1.0399 0.2115 5.5052  -0.0001
126 C 3.7330 0.2239 4.5601  -0.0006
127 C -2.0260 -5.1215 -0.1654  0.0030
128 H -5.6233 2.6681 3.1570  0.0000
129 H -2.6112 5.5699 -4.9592  0.0000
130 H 3.9137 -3.8253 -1.0239  -0.0027
131 C -2.2821 1.4826 -1.4450  -0.0043
132 C 1.3392 0.1850 4.9963  0.0002
133 C -0.1322 2.2220 1.8434  -0.0018
134 H -1.2611 -6.7380 -2.6387  0.0001
135 C -2.4321 -0.1671 0.3335  0.0139
136 C -4.8766 7.0850 -2.5060  0.0000
137 N -3.7666 1.8172 0.4187  0.0086
138 H -5.4020 4.9907 -2.5518  0.0000

Cartesian forces (eV/Å) of the 3 atoms listed first:
0.000 0.071 0.059
0.004 0.020 -0.020
0.039 0.024 -0.028


C3H12NO2 | the ωB97M-V functional and the def2-TZVPD basis

Summary:
energy relative to the best compared isomer or geometry (same formula, charge and spin) = 7.39 kcal/mol
LUMO level = -2.94 eV
net charge = +1
HOMO-LUMO gap = 11.359 eV
max |F| = 0.3 eV Å⁻¹
HOMO level = -14.3 eV

Each line ends with the Löwdin charge.
Element x y z (Å)
1 H -2.1732 -0.2513 -0.3996  0.0243
2 C 1.5373 0.1037 0.0761  -0.3567
3 C 1.9417 1.0889 -0.6969  0.1078
4 H 2.0601 -0.7269 1.9921  0.0961
5 H -3.4817 1.6690 0.1053  0.0756
6 H 0.4183 -0.0837 1.8811  0.0942
7 O -2.9943 0.9583 0.5363  -0.0319
8 H 2.2811 2.0125 -0.2512  0.0889
9 H -0.0207 -1.1183 -0.6563  0.0963
10 H 1.8029 1.0168 1.9586  0.0933
11 H 1.9483 1.0221 -1.7790  0.0852
12 H 1.3075 -1.9553 -0.0299  0.1677
13 H 1.4449 -1.2479 -1.5016  0.1651
14 H -2.1419 -1.3267 -1.5121  0.0826
15 C 1.4515 0.0732 1.5637  -0.0236
16 N 1.0431 -1.1343 -0.5731  0.2031
17 H -3.5265 0.6967 1.2995  0.0780
18 O -1.5841 -0.8967 -0.8549  -0.0459

Cartesian forces (eV/Å) of the 3 atoms listed first:
0.218 0.050 0.109
-0.023 -0.052 -0.012
0.059 0.074 -0.074


C7H8NS2 | the ωB97M-V functional and the def2-TZVPD basis

Summary:
energy relative to the best compared isomer or geometry (same formula, charge and spin) = 45.01 kcal/mol
LUMO level = -4.57 eV
net charge = +1
HOMO-LUMO gap = 8.041 eV
max |F| = 5.1 eV Å⁻¹
HOMO level = -12.6 eV

Each line ends with the Löwdin charge.
Element x y z (Å)
1 S 0.1328 -0.6122 -2.4204  0.7571
2 N 0.4051 -0.0414 0.5418  -0.1723
3 H -2.0319 -2.2195 0.5674  0.0820
4 H 0.3028 -2.0922 0.0990  0.1461
5 C -0.2677 -1.2068 0.4067  -0.0833
6 C 1.4079 0.1946 -1.8319  -1.0793
7 S 2.8390 0.7471 -2.6385  0.7642
8 H -3.3897 -0.2493 1.2921  0.1364
9 H 0.3171 1.8263 1.0010  0.1113
10 C -1.6001 -1.3438 0.7100  -0.0017
11 H -2.1036 1.8034 1.8702  0.1370
12 C -1.6399 0.9608 1.3535  0.0106
13 C 1.7030 0.1482 0.1873  -0.0296
14 C -0.3072 1.0229 1.0072  0.0187
15 C -2.3204 -0.2135 1.0738  0.0061
16 H 2.1668 1.0883 0.4239  0.1135
17 H 2.1681 -0.8601 0.2238  0.1331
18 H 2.2181 1.0473 -3.8672  -0.0500

Cartesian forces (eV/Å) of the 3 atoms listed first:
0.821 1.198 0.659
-3.669 0.264 1.781
-1.914 -3.880 -0.555


Which value of energy relative to the best compared isomer or geometry (same formula, charge and spin) does entry 3 give? 7.39 kcal/mol


Among the records above, which one has the highest max |F|? C7H8NS2


Which of these has the highest energy relative to the best compared isomer or geometry (same formula, charge and spin)? C7H8NS2


Which value of max |F| does entry 4 give? 5.1 eV Å⁻¹